1.
Computed, not measured: a molecular structure, C44H48BeGeN3P, with ωB97M-V/def2-TZVPD.

Element x y z (Å)
Be (0.77097, 0.29197, 0.24734)
C (3.45382, -3.68653, 2.38971)
C (2.04658, -3.12010, 2.39101)
N (1.82492, -2.45437, 1.12785)
C (2.75069, -1.57071, 0.63822)
N (2.35060, -0.57217, -0.07458)
C (3.27916, 0.20081, -0.89174)
C (4.67406, -0.39949, -0.93775)
C (5.04069, -0.85886, 0.45896)
N (4.09057, -1.87887, 0.86938)
C (4.42996, -2.56186, 2.10561)
H (3.53051, -4.43731, 1.59976)
H (3.69256, -4.15903, 3.34512)
H (1.91638, -2.43297, 3.24140)
H (1.30824, -3.91576, 2.49422)
H (0.86619, -2.15424, 0.90095)
H (3.28178, 1.21608, -0.48509)
H (2.85810, 0.27793, -1.89697)
H (5.38520, 0.34524, -1.30275)
H (4.71545, -1.26296, -1.60779)
H (5.02795, -0.00470, 1.15300)
H (6.03713, -1.30840, 0.49495)
H (4.43354, -1.85193, 2.94969)
H (5.44983, -2.94448, 2.00487)
C (-0.46690, -0.92874, 0.07949)
C (-1.27058, -1.85172, 0.19080)
C (-2.20865, -2.91048, 0.38022)
C (-3.49531, -2.53037, 0.91792)
C (-3.92394, -1.17635, 0.82345)
C (-5.11806, -0.73474, 1.35063)
C (-5.98226, -1.60435, 2.01938)
C (-5.58520, -2.92821, 2.14262)
C (-4.38483, -3.38313, 1.61510)
C (-1.80275, -4.23522, -0.00471)
C (-2.63097, -5.38808, -0.02769)
C (-2.16976, -6.62629, -0.44948)
C (-0.86037, -6.82089, -0.86709)
C (-0.02112, -5.70397, -0.86303)
C (-0.46843, -4.46655, -0.45569)
H (-3.28013, -0.47928, 0.30124)
H (-5.38433, 0.31048, 1.22881)
H (-6.92037, -1.25698, 2.43573)
H (-6.21412, -3.63319, 2.67939)
H (-4.11328, -4.40972, 1.81547)
H (-3.67262, -5.32320, 0.24770)
H (-2.86658, -7.46022, -0.45010)
H (-0.50963, -7.79160, -1.19707)
H (1.01000, -5.79891, -1.19060)
H (0.21157, -3.62493, -0.47353)
C (0.45605, 0.76734, 4.69319)
P (-0.02377, 0.08078, 3.04398)
C (-0.93968, -1.41023, 3.60902)
C (-1.43765, 1.19173, 2.67774)
H (-0.41989, 0.95633, 5.32310)
H (0.99865, 1.70301, 4.54865)
H (1.11657, 0.06854, 5.21231)
H (-1.58936, -1.17518, 4.45779)
H (-0.24179, -2.19567, 3.90561)
H (-1.54567, -1.78999, 2.78744)
H (-2.29589, 0.95486, 3.31331)
H (-1.70739, 1.09645, 1.62670)
H (-1.12298, 2.22272, 2.84714)
C (0.96382, 1.98812, 0.23262)
Ge (0.25282, 2.86803, -1.23303)
C (-1.65926, 2.62083, -1.77992)
C (-2.61319, 3.63817, -1.72696)
C (-3.95692, 3.39227, -1.99057)
C (-4.38007, 2.10999, -2.31158)
C (-3.45145, 1.07700, -2.35436)
C (-2.11318, 1.33350, -2.08622)
C (0.44434, 4.86354, -1.19510)
C (0.12397, 5.68134, -2.27938)
C (0.30098, 7.05911, -2.23114)
C (0.80844, 7.65290, -1.08179)
C (1.13981, 6.85672, 0.00701)
C (0.96133, 5.47897, -0.05639)
C (1.25909, 2.45525, -2.92046)
C (0.74665, 1.81567, -4.04622)
C (1.55031, 1.51720, -5.14473)
C (2.89114, 1.87059, -5.14389)
C (3.42092, 2.52630, -4.03661)
C (2.61246, 2.80655, -2.94477)
H (0.61101, 2.52882, 1.12519)
H (-2.30590, 4.64745, -1.46983)
H (-4.67604, 4.20347, -1.93302)
H (-5.42873, 1.90941, -2.50106)
H (-3.77169, 0.06202, -2.55973)
H (-1.42126, 0.49813, -2.06078)
H (-0.27129, 5.22991, -3.18520)
H (0.04513, 7.67021, -3.09055)
H (0.94757, 8.72783, -1.03781)
H (1.54380, 7.31020, 0.90643)
H (1.24327, 4.84987, 0.78289)
H (-0.30099, 1.53466, -4.07189)
H (1.12482, 1.00200, -5.99936)
H (3.52016, 1.63665, -5.99599)
H (4.46799, 2.81193, -4.02484)
H (3.03671, 3.29408, -2.07126)

Output
2S+1: 1
Energy above the lowest of the compared OMol25 structures with the same formula, charge and spin, kJ/mol: 0.0
Charge: -2
Kohn-Sham gap, eV: 4.35



2.
Computed, not measured: 6 unconnected molecules or ions with the total composition C12H37NO9 in a non-equilibrium geometry, with ωB97M-V/def2-TZVPD.

Element x y z (Å)
C (4.39816, 5.75748, -0.13568)
O (4.19607, 7.04878, 0.37582)
C (5.39130, 7.69721, 0.69753)
C (5.12090, 9.08159, 1.22553)
C (6.32185, 9.65522, 1.93519)
N (3.89793, 9.15907, 2.08384)
H (4.61152, 5.02945, 0.66164)
H (5.24689, 5.72272, -0.82695)
H (3.47677, 5.44268, -0.62037)
H (5.98662, 7.11529, 1.43353)
H (6.06857, 7.70864, -0.17147)
H (4.90629, 9.73584, 0.36789)
H (6.32297, 10.74323, 1.95892)
H (7.21980, 9.41360, 1.34619)
H (6.45339, 9.20565, 2.91925)
H (3.39616, 8.27959, 1.97024)
H (3.26015, 9.81870, 1.65198)
O (6.16550, 12.13884, 5.48732)
C (6.34851, 11.39785, 6.70573)
C (6.60635, 12.36385, 7.80791)
O (5.42121, 13.01336, 8.23572)
H (5.73101, 11.59215, 4.82408)
H (5.41684, 10.87411, 6.94244)
H (7.14381, 10.65350, 6.60511)
H (7.38717, 13.08019, 7.52551)
H (7.02678, 11.79395, 8.63965)
H (5.19166, 13.65309, 7.55540)
O (5.40627, 14.84499, -0.51615)
C (6.77871, 15.21555, -0.64526)
C (7.61082, 14.63823, 0.47086)
O (7.53916, 13.20554, 0.41864)
H (5.14924, 15.05644, 0.38718)
H (7.16748, 14.85319, -1.59458)
H (6.83954, 16.31233, -0.67745)
H (7.26905, 14.96380, 1.45775)
H (8.65720, 14.89810, 0.32840)
H (6.61763, 12.93438, 0.47991)
O (9.56434, 11.41677, -0.34720)
C (10.28624, 11.63734, -1.54299)
C (9.65687, 10.89654, -2.70824)
O (10.56254, 10.70287, -3.77313)
H (9.02175, 12.19582, -0.16520)
H (10.35770, 12.71030, -1.76319)
H (11.32141, 11.32252, -1.36781)
H (8.82830, 11.45961, -3.14416)
H (9.21383, 9.96396, -2.33730)
H (11.25587, 10.11211, -3.46258)
C (8.98312, 11.69640, 3.39035)
O (8.83446, 12.30693, 4.67557)
H (9.99861, 11.35603, 3.19430)
H (8.39103, 10.77363, 3.41778)
H (8.65193, 12.34442, 2.57998)
H (7.90535, 12.22711, 4.93236)
C (10.62041, 12.38506, 7.51100)
O (11.02734, 11.77035, 6.31862)
H (10.47430, 13.46271, 7.37705)
H (9.67240, 11.96997, 7.89902)
H (11.34768, 12.20580, 8.30171)
H (10.39625, 12.06087, 5.64573)

Output
2S+1: 1
SMILES string: COC[C@H](C)N.OCCO.OCCO.OCCO.CO.CO
Kohn-Sham gap, eV: 9.69



3.
Computed, not measured: a molecular structure, H2KO in a non-equilibrium geometry, with ωB97M-V/def2-TZVPD.

Element x y z (Å)
O (0.82481, 2.80189, 0.52853)
H (0.26845, 3.60652, 0.63482)
H (1.47860, 2.85371, 1.26210)
K (0.13925, 0.47109, 0.09322)

Output
2S+1: 1
Energy above the lowest of the compared OMol25 structures with the same formula, charge and spin, kJ/mol: 6.2
Charge: +1
Kohn-Sham gap, eV: 12.77



4.
Computed, not measured: a gas-phase ion, C17H28NO3 (charge +1) in a non-equilibrium geometry, with ωB97M-V/def2-TZVPD.

Element x y z (Å)
C (3.80919, 3.76228, 2.03066)
C (4.81603, 3.67533, 0.89019)
C (4.30136, 2.93801, -0.34741)
C (4.00055, 1.45039, -0.11299)
C (2.51882, 1.18425, 0.15272)
C (2.24162, -0.29325, 0.43657)
C (2.23995, -1.18465, -0.81637)
C (0.75671, -1.37039, -1.14278)
C (0.40435, -2.79765, -1.60539)
C (-1.02515, -2.98483, -1.56477)
C (-2.21428, -3.08924, -1.44908)
C (-3.59875, -2.99798, -1.03581)
N (-3.72031, -1.74670, -0.22565)
C (-4.01624, -0.56551, -1.06693)
C (-3.98323, 0.68723, -0.18510)
O (-4.92068, 0.58145, 0.85457)
C (-4.64480, -0.52047, 1.67882)
C (-4.69919, -1.82734, 0.87791)
C (0.07059, -0.95187, 0.15660)
O (-1.11448, -1.04333, 0.41138)
O (0.92175, -0.41929, 0.99353)
H (3.61029, 2.78254, 2.45827)
H (4.20077, 4.39629, 2.82224)
H (2.87259, 4.19406, 1.68360)
H (5.72366, 3.18403, 1.24675)
H (5.09045, 4.68788, 0.58795)
H (5.06434, 3.02392, -1.12282)
H (3.40457, 3.43821, -0.71826)
H (4.59026, 1.09119, 0.73182)
H (4.31012, 0.87812, -0.98971)
H (2.19041, 1.75866, 1.01858)
H (1.92456, 1.50474, -0.70681)
H (2.93221, -0.65291, 1.20485)
H (2.70549, -2.14660, -0.59945)
H (2.78852, -0.71675, -1.62995)
H (0.42204, -0.66324, -1.91065)
H (0.78795, -2.95670, -2.61503)
H (0.86818, -3.53169, -0.94062)
H (-3.85436, -3.85927, -0.41269)
H (-4.28544, -2.96111, -1.88477)
H (-2.76860, -1.56912, 0.17515)
H (-3.26876, -0.49731, -1.85782)
H (-5.01102, -0.68427, -1.50392)
H (-4.26161, 1.56782, -0.76489)
H (-2.96923, 0.82100, 0.21977)
H (-5.40679, -0.52270, 2.45901)
H (-3.65157, -0.41715, 2.14101)
H (-4.45576, -2.67128, 1.52425)
H (-5.69709, -1.96480, 0.45346)

Output
2S+1: 1
SMILES string: CCCCC[C@@H]1C[C@@H](CC#CC[NH+]2CCOCC2)C(=O)O1
Energy above the lowest of the compared OMol25 structures with the same formula, charge and spin, kJ/mol: 155.7
Charge: +1
Kohn-Sham gap, eV: 11.02



| no. | lowest unoccupied orbital energy (eV) |
| --- | --- |
| 1 | 4.22 |
| 2 | 0.14 |
| 3 | -4.24 |
| 4 | -2.11 |